Record 1
2 unconnected molecules or ions with the total composition C4H12. Source: OMol25; level of theory: ωB97M-V with the def2-TZVPD basis set.

Max |F|, eV/Å: 2.298
Structure (SMILES): CC.CC
Energy, Ha: -159.55060
E_HOMO, Eh: -0.4073
HOMO-LUMO gap, Eh: 0.4488
Energy relative to the best compared isomer or geometry (same formula, charge and spin), kJ/mol: 90.3

ORCA input file:
```
! RIJCOSX wB97M-V def2-TZVPD def2/J DEFGRID3
* xyz 0 1
C 0.435 1.521 -1.552
C -1.055 1.528 -1.129
H 0.650 2.353 -2.226
H 1.093 1.793 -0.724
H 0.606 0.542 -1.970
H -1.345 0.485 -0.971
H -1.627 1.848 -1.999
H -1.241 2.049 -0.195
C 1.054 -1.508 1.259
C -0.434 -1.602 1.488
H 1.436 -1.049 0.323
H 1.617 -0.726 1.774
H 1.392 -2.544 1.191
H -0.891 -0.647 1.813
H -0.937 -1.863 0.564
H -0.753 -2.179 2.353
*
```

Atomic partial charges in e from the natural (NBO) method, atoms 1 to 4: -0.6139 -0.6106 0.2022 0.2030

Record 2
17 unconnected molecules or ions with the total composition C20H57N17O34P. Source: OMol25; level of theory: ωB97M-V with the def2-TZVPD basis set.

Max |F|, eV/Å: 9.468
Energy, Ha: -4624.69388
E_HOMO, Eh: -0.1492
HOMO-LUMO gap, Eh: 0.1747

ORCA input file:
```
! RIJCOSX wB97M-V def2-TZVPD def2/J DEFGRID3
* xyz -1 1
C -1.225 -2.265 -1.300
C -0.747 -0.925 -1.294
C -0.262 0.662 -1.207
P -0.943 1.689 -2.685
C 0.700 1.620 -3.654
O 0.611 0.915 -4.964
N -0.456 1.331 -5.670
O -0.303 2.472 -6.097
H -1.607 -3.321 -0.930
H -0.779 1.084 -0.217
H 0.895 0.786 -1.029
H -0.447 2.879 -1.980
H -1.547 2.625 -3.643
H -1.499 0.537 -3.348
H -2.210 1.782 -1.947
H 1.589 1.077 -3.074
H 1.072 2.747 -3.777
C 3.101 -3.147 -2.031
N 2.158 -3.273 -0.887
O 1.287 -4.147 -0.966
O 2.319 -2.492 0.057
H 2.843 -3.893 -2.786
H 2.996 -2.138 -2.435
H 4.109 -3.318 -1.648
C -1.890 3.910 2.372
N -0.971 3.106 1.522
O -0.572 3.624 0.472
O -0.676 1.978 1.932
H -2.062 4.876 1.891
H -2.825 3.354 2.464
H -1.409 4.043 3.343
C -2.302 2.728 7.220
N -2.268 3.708 6.101
O -1.158 4.120 5.743
O -3.356 4.037 5.614
H -1.279 2.531 7.549
H -2.889 3.170 8.028
H -2.768 1.815 6.844
C 1.486 6.288 5.064
N 0.753 6.889 3.918
O 0.464 6.142 2.976
O 0.487 8.094 3.996
H 1.652 5.228 4.861
H 2.438 6.815 5.160
H 0.869 6.418 5.955
C 0.474 -2.241 2.511
N -0.469 -2.367 3.655
O -1.340 -3.241 3.576
O -0.308 -1.586 4.599
H 0.216 -2.987 1.756
H 0.369 -1.231 2.107
H 1.482 -2.412 2.894
C 1.239 2.962 -9.168
N 2.584 2.886 -9.800
O 3.532 2.557 -9.077
O 2.650 3.157 -11.004
H 1.330 2.699 -8.112
H 0.880 3.987 -9.280
H 0.590 2.254 -9.687
C 0.391 -2.171 -6.274
N 0.946 -2.727 -5.010
O 1.878 -3.533 -5.108
O 0.429 -2.338 -3.956
H 0.938 -2.598 -7.118
H -0.664 -2.445 -6.320
H 0.519 -1.087 -6.241
C 3.509 2.368 7.277
N 3.210 3.794 6.975
O 4.172 4.558 6.843
O 2.017 4.105 6.880
H 4.592 2.238 7.332
H 3.042 2.129 8.235
H 3.089 1.765 6.470
C -4.376 -4.272 2.706
N -5.450 -3.791 1.797
O -6.359 -3.119 2.300
O -5.352 -4.101 0.604
H -4.590 -3.928 3.720
H -4.371 -5.363 2.663
H -3.431 -3.857 2.349
C 6.679 3.317 4.878
N 7.481 2.609 5.911
O 7.022 1.549 6.356
O 8.547 3.135 6.248
H 5.771 2.743 4.680
H 6.433 4.305 5.272
H 7.293 3.390 3.977
C 0.979 -0.508 -12.367
N 0.036 -0.634 -11.224
O -0.835 -1.508 -11.302
O 0.197 0.147 -10.279
H 0.721 -1.254 -13.122
H 0.874 0.502 -12.771
H 1.987 -0.679 -11.984
C -2.783 1.948 -13.593
N -1.823 1.295 -14.524
O -0.707 1.007 -14.076
O -2.217 1.089 -15.678
H -2.305 2.067 -12.619
H -3.042 2.921 -14.017
H -3.659 1.302 -13.517
C -5.274 -7.662 -1.120
N -4.719 -8.218 0.144
O -3.787 -9.024 0.047
O -5.236 -7.829 1.198
H -4.727 -8.089 -1.964
H -6.329 -7.936 -1.166
H -5.146 -6.578 -1.087
C 9.349 2.493 9.502
N 8.406 2.367 10.645
O 7.535 1.493 10.567
O 8.567 3.148 11.590
H 9.091 1.747 8.747
H 9.244 3.503 9.098
H 10.357 2.322 9.885
C -3.102 -8.694 3.843
N -3.608 -8.022 5.070
O -3.542 -8.655 6.131
O -4.057 -6.878 4.935
H -2.739 -9.689 4.109
H -3.934 -8.763 3.139
H -2.292 -8.082 3.443
C -6.447 0.182 3.970
N -5.249 0.438 4.814
O -4.319 -0.374 4.738
O -5.276 1.446 5.529
H -6.286 -0.733 3.396
H -7.304 0.073 4.638
H -6.570 1.039 3.304
*
```

Atomic partial charges in e from the Mulliken method, atoms 1 to 4: -0.8192 -0.0223 0.2029 0.2194

Record 3
A molecular structure, C5HF12MnN2O11S4. Source: OMol25; level of theory: ωB97M-V with the def2-TZVPD basis set.

Max |F|, eV/Å: 8.039
Energy, Ha: -5070.23040
E_HOMO (alpha / beta), Eh: -0.4082 / -0.4121
HOMO-LUMO gap (alpha / beta), Eh: 0.3761 / 0.1548

ORCA input file:
```
! RIJCOSX wB97M-V def2-TZVPD def2/J DEFGRID3
* xyz 0 7
Mn -0.231 0.722 -0.128
O -0.609 3.852 2.240
C -0.487 2.831 1.424
O 0.251 1.846 1.675
O -1.161 2.673 0.397
H 0.069 4.059 2.888
C -3.392 0.021 2.444
F -4.231 -0.888 2.943
F -3.824 1.268 2.521
F -2.250 -0.004 3.234
S -2.966 -0.514 0.525
O -3.882 -1.600 0.280
O -3.161 0.643 -0.356
N -1.282 -0.857 0.524
S -1.337 -2.436 1.016
O -2.013 -2.719 2.252
O -1.712 -3.313 -0.058
C 0.612 -2.699 1.396
F 0.848 -3.930 1.759
F 1.301 -2.406 0.291
F 0.998 -1.816 2.354
C 3.655 0.525 -0.319
F 3.384 -0.768 -0.745
F 3.360 0.640 0.962
F 4.969 0.845 -0.409
S 2.509 1.849 -1.346
O 2.284 3.001 -0.498
O 3.169 2.294 -2.510
N 1.100 0.838 -1.531
S 1.283 0.411 -3.050
O 0.723 1.256 -4.105
O 2.566 -0.171 -3.420
C 0.057 -1.100 -3.135
F -0.070 -1.482 -4.427
F 0.563 -2.138 -2.432
F -1.092 -0.734 -2.658
*
```

Atomic partial charges in e from the natural (NBO) method, atoms 1 to 4: 1.5755 -0.6275 0.9638 -0.4163

Record 4
11 unconnected molecules or ions with the total composition C2H28NO10S. Source: OMol25; level of theory: ωB97M-V with the def2-TZVPD basis set.

Max |F|, eV/Å: 13.664
Energy, Ha: -1298.00424
E_HOMO, Eh: -0.4627
HOMO-LUMO gap, Eh: 0.3649
Energy relative to the best compared isomer or geometry (same formula, charge and spin), kJ/mol: 214.8

ORCA input file:
```
! RIJCOSX wB97M-V def2-TZVPD def2/J DEFGRID3
* xyz 1 1
C -2.068 -1.473 -1.504
C -1.629 -1.677 -2.917
S 0.208 -2.282 -2.836
N -1.385 -0.397 -0.712
H -2.050 -2.324 -0.776
H -3.313 -1.517 -1.551
H -1.592 -0.673 -3.321
H -2.372 -2.285 -3.496
H -0.177 -3.479 -3.019
H -2.094 0.213 -0.350
H -0.539 -0.062 -1.302
H -0.788 -0.890 0.146
H 1.786 1.089 2.575
H 0.640 2.251 1.974
O 1.362 1.595 1.774
H 1.240 4.529 -1.483
H -0.144 4.906 -0.971
O 0.428 4.123 -1.075
H 2.709 -1.272 -1.768
H 1.920 0.058 -2.133
O 2.338 -0.437 -1.447
H 4.138 -1.439 1.609
H 3.745 -1.331 3.093
O 3.799 -1.959 2.338
H 1.696 -1.596 1.396
H 1.452 -0.276 0.849
O 0.997 -1.027 1.169
H 0.542 1.709 -3.327
H 0.228 2.094 -1.826
O 0.436 1.241 -2.507
H -3.633 1.969 1.420
H -4.885 1.823 0.393
O -3.987 1.757 0.502
H -1.524 1.207 3.291
H -2.561 0.040 3.292
O -2.488 1.019 3.278
H 3.367 -0.067 -0.045
H 4.452 0.907 0.630
O 3.771 0.166 0.763
H -0.721 -1.695 2.758
H -1.586 -2.667 2.506
O -1.717 -1.870 2.606
*
```

Atomic partial charges in e from the natural (NBO) method, atoms 1 to 4: -0.2686 -0.4972 -0.0770 -0.7798